# C29H45BLuO2P2

A structure of composition C29H45BLuO2P2 (the ωB97M-V functional and the def2-TZVPD basis, the Open Molecules 2025 dataset).

Geometry as XYZ:
```
80
Properties=species:S:1:pos:R:3:forces:R:3
Lu 0.29389 -0.84598 -3.29528 -1.234 -0.043 1.725
C -0.78660 -1.97983 -0.01808 0.569 1.048 0.611
C 0.52944 -2.29277 -0.53072 -0.350 1.050 0.447
C 0.66309 -0.49789 0.94183 0.708 -0.729 -0.520
C -0.68607 -0.87717 0.86233 -0.159 -0.795 -0.746
C 1.43096 -1.38520 0.15610 -1.431 0.872 0.261
C -1.97274 -2.85957 -0.00403 -0.490 -0.422 -0.109
H -1.99867 -3.53063 -0.85872 -0.144 -0.125 -0.091
H -2.89912 -2.27700 0.01068 -0.099 -0.171 -0.102
H -1.99035 -3.48034 0.90890 0.013 0.071 -0.269
C -1.71308 -0.46658 1.86986 -0.207 0.040 0.094
H -2.51062 -1.22777 1.88488 0.073 0.584 0.137
H -2.14359 0.53460 1.67059 -0.117 -0.455 0.323
H -1.25689 -0.43805 2.88221 -0.318 0.059 -0.521
C 1.17389 0.41673 1.99959 0.047 0.330 0.316
H 1.06483 -0.05726 3.01015 0.113 0.417 -0.675
H 0.57421 1.35464 1.99763 0.589 -0.403 0.232
H 2.24318 0.64550 1.84770 -0.523 0.130 0.153
C 2.80173 -1.69899 0.58628 0.741 -0.233 0.059
H 2.70922 -2.21264 1.56358 0.333 0.068 -0.328
H 3.41401 -0.80313 0.76275 0.013 -0.259 -0.173
H 3.30551 -2.37931 -0.10199 0.231 0.092 0.067
C 0.89151 -3.71849 -0.71597 0.179 -1.050 -0.101
H 0.97594 -4.24131 0.26121 -0.022 0.252 -0.339
H 1.84561 -3.86898 -1.22494 -0.032 -0.038 -0.065
H 0.11827 -4.25159 -1.27585 0.156 -0.080 -0.054
C -1.32963 1.08357 -5.13318 -1.094 1.056 0.200
C -1.62333 -0.22663 -5.32255 -0.797 -0.444 0.035
C -0.92882 -1.08666 -6.34712 -0.607 -0.078 -0.161
C 0.52993 -0.68597 -6.53189 0.096 -0.570 -0.095
C 1.15505 -0.16947 -5.21864 0.007 -1.258 -2.079
C 1.47127 1.19930 -5.17043 1.490 1.289 0.633
C 0.75446 2.28382 -5.91678 -0.350 0.593 -0.265
C -0.74610 1.97593 -6.18104 1.234 0.334 -0.569
H -1.45413 -1.08121 -7.31400 -0.003 0.018 0.112
H 0.60136 0.03890 -7.35409 0.270 -0.069 0.442
H -1.00098 -2.10527 -5.95290 0.024 -0.010 -0.310
H -0.82870 1.50226 -7.17714 -0.211 0.301 0.540
H -1.75027 1.68220 -4.30664 -0.414 -0.780 -0.707
H -2.60691 -0.58522 -4.99312 0.579 -0.208 0.416
H -1.29209 2.94898 -6.21740 0.177 -0.831 0.018
H 0.82855 3.21812 -5.30980 -0.025 -0.499 -0.256
H 2.41875 1.61777 -4.78582 -0.556 -0.639 0.007
H 1.24110 2.57108 -6.88496 -0.167 -0.357 0.611
H 1.07733 -1.57306 -6.87800 0.003 0.220 0.022
H 1.78507 -0.96416 -4.76157 1.449 0.499 -0.711
P -1.75550 1.58239 -1.68782 0.744 -0.701 -1.270
C -3.02120 2.60249 -2.52639 -0.723 1.156 0.218
C -2.26886 -0.10198 -2.16786 -0.781 -0.100 -0.438
P 1.75776 1.59643 -1.47547 -0.630 -0.035 0.243
C 0.00512 1.71354 -2.43152 0.407 -0.062 -0.133
C 2.75072 0.35932 -2.47166 0.653 -0.132 -0.008
C 2.56133 3.14566 -2.11215 -0.174 0.217 0.259
H -3.47042 3.24267 -1.72622 0.296 -0.372 -0.669
H -3.85715 2.01664 -2.96959 0.837 0.125 0.339
H -2.63254 3.27614 -3.30957 -0.012 -0.271 0.427
H -1.83038 -0.45265 -3.17038 -0.594 0.501 0.889
H -3.35569 -0.20600 -2.40116 0.712 0.427 0.439
H -2.01808 -0.78335 -1.37769 0.285 -0.526 0.405
H 2.04920 3.61845 -2.96201 0.308 -0.191 0.124
H 3.62085 2.95862 -2.34655 -0.394 0.036 -0.008
H 2.53070 3.83533 -1.25234 0.044 -0.070 -0.443
H 0.05767 2.67867 -2.94666 -0.175 0.241 0.410
H 0.08749 1.16405 -3.43199 -0.505 1.011 0.510
H 3.68869 0.27384 -1.90913 -0.259 -0.072 0.479
H 3.13722 0.66681 -3.44080 -0.492 -0.053 -0.080
H 2.41012 -0.69655 -2.48477 0.357 0.384 0.319
O -2.70021 2.87310 0.94718 1.511 -1.574 -1.280
B -1.65123 2.39218 0.07578 -0.709 1.659 0.611
O -0.46214 3.08720 0.25248 -1.173 -1.678 0.214
C -0.66596 3.73379 1.45056 -0.407 1.037 0.299
C 0.27160 4.52907 2.04940 0.568 0.240 0.446
C -0.12429 5.25042 3.17972 -0.070 -0.150 -0.309
C -1.46075 5.23701 3.58666 0.101 -0.438 -0.594
C -2.44292 4.44583 2.92100 0.560 0.354 0.449
C -2.00936 3.64515 1.85724 1.023 1.306 0.476
H 1.28820 4.60486 1.64981 -0.422 -0.140 0.177
H 0.62360 5.84662 3.70854 -0.406 -0.121 -0.166
H -1.70112 5.90911 4.40909 -0.403 -0.422 -0.147
H -3.46657 4.53609 3.28468 0.183 -0.365 -0.406
```
Forces are in eV/Å.

Computed properties:
- E: -3225.073830 a.u.
- Total charge: +1
- Orbital gap (alpha / beta): 4.80 / 5.09 eV
- E_LUMO (alpha / beta): -3.24 / -3.33 eV
- HOMO level (alpha / beta): -0.2956 / -0.3096 hartree

Calculated atomic charges, method Löwdin, unit e: 1.55, -0.32, -0.33, -0.29, -0.26, -0.31, -0.08, 0.07, 0.07, 0.10, -0.02, 0.08, 0.06, 0.10, -0.05, 0.10, 0.07, 0.07, -0.07, 0.11, 0.07, 0.07, -0.10, 0.10, 0.06, 0.06, -0.19, -0.23, -0.22, -0.19, -0.43, -0.20, -0.20, -0.16, 0.12, 0.11, 0.09, 0.11, 0.05, 0.11, 0.13, 0.10, 0.09, 0.13, 0.12, 0.05, 1.06, -0.19, -0.24, 0.96, -0.47, -0.35, -0.28, 0.07, 0.08, 0.07, -0.04, 0.10, -0.01, 0.03, 0.05, 0.03, 0.05, -0.05, 0.06, 0.02, -0.01, 0.14, -0.55, 0.11, -0.22, 0.01, -0.06, -0.06, 0.04, -0.18, 0.13, 0.12, 0.11, 0.12

# C29H45EuN2O7P

A structure of composition C29H45EuN2O7P (the ωB97M-V functional and the def2-TZVPD basis, the Open Molecules 2025 dataset).

Geometry as XYZ:
```
85
Properties=species:S:1:pos:R:3:forces:R:3
Eu -0.17573 -0.72944 0.31060 0.777 0.783 0.505
O 2.50718 2.48083 -1.49441 -0.090 -0.119 -0.055
C 1.95329 1.52182 -0.81394 0.097 0.127 0.047
O 0.84928 1.03906 -1.04957 -0.044 -0.052 0.016
C 2.77221 1.02484 0.33756 -0.026 0.016 -0.045
C 4.07883 1.40055 0.60996 -0.001 -0.011 0.020
C 4.70512 0.80632 1.69864 -0.011 -0.004 -0.001
C 4.01464 -0.13215 2.45926 0.014 0.028 -0.018
C 2.70807 -0.43186 2.10640 0.000 -0.055 0.075
N 2.10442 0.14578 1.07336 -0.106 -0.070 -0.036
C 1.79271 -1.41397 2.79163 -0.042 -0.031 0.022
O 2.22394 -2.23977 3.69674 0.023 0.122 -0.007
O 0.61044 -1.44202 2.46347 -0.054 -0.019 -0.155
H 1.94102 2.76737 -2.23484 0.040 0.037 0.003
H 4.58591 2.12892 -0.00790 0.002 0.000 0.001
H 5.72340 1.06889 1.95327 -0.001 0.003 0.000
H 4.50264 -0.59199 3.30950 0.003 0.003 -0.002
H 3.16848 -2.15924 3.90071 -0.023 -0.031 0.029
C -3.19878 3.46551 2.69928 0.096 -0.120 0.005
N -2.24068 2.43067 2.26187 -0.160 0.084 -0.005
C -0.95810 2.34276 2.95388 0.061 0.021 -0.008
C -2.53627 1.62457 1.28838 -0.144 -0.104 -0.066
O -1.75964 0.71301 0.85317 -0.204 0.501 0.341
H -3.30620 3.40796 3.77977 -0.019 0.005 0.001
H -4.16372 3.28477 2.23479 -0.008 0.042 -0.022
H -2.82572 4.44746 2.41589 -0.002 0.012 0.023
H -0.88982 3.16302 3.66184 0.000 -0.007 0.000
H -0.13832 2.42942 2.23927 -0.013 -0.023 0.005
H -0.88593 1.39929 3.49613 0.005 0.003 -0.013
H -3.52173 1.75046 0.84100 0.019 -0.020 -0.064
O -3.14960 -2.30973 1.95810 -0.024 -0.157 -0.058
C -2.25814 -2.11893 1.31623 -0.260 -0.083 0.243
O 1.00771 -2.25195 -0.50823 0.203 -0.831 -0.786
P 1.06166 -3.19620 -1.77678 0.091 0.188 0.263
C 2.23966 -2.42559 -2.90767 0.092 0.053 -0.097
C 2.61103 -3.21569 -4.19384 -0.002 0.073 0.024
C 3.95702 -3.91507 -4.03634 -0.003 -0.035 0.009
C 5.08311 -2.88325 -3.90097 0.019 0.004 -0.031
C 4.61790 -1.63510 -3.13248 -0.006 0.042 -0.011
C 3.51227 -1.98551 -2.14035 -0.020 0.005 0.034
C -0.63709 -3.15952 -2.41626 -0.147 -0.038 -0.165
C -1.24044 -1.73027 -2.37239 0.017 -0.029 -0.142
C -2.42866 -1.61799 -3.33254 0.006 0.017 0.005
C -1.96248 -1.74732 -4.78672 -0.036 0.001 -0.030
C -0.78778 -2.72716 -4.92238 0.026 -0.018 -0.017
C -0.82773 -3.78636 -3.82496 -0.034 -0.017 0.051
C 1.43513 -4.84989 -1.18435 -0.041 -0.111 0.074
C 2.69692 -4.92535 -0.30761 0.011 0.001 -0.052
C 2.62909 -6.20245 0.54335 -0.007 0.018 0.025
C 2.01068 -7.38104 -0.23049 0.013 -0.014 0.002
C 2.20348 -7.20771 -1.73168 -0.017 -0.026 -0.032
C 1.44364 -5.97647 -2.25090 -0.029 0.048 0.000
H 1.70415 -1.51419 -3.20862 0.014 0.004 -0.014
H 2.68257 -2.49310 -5.01000 0.017 -0.015 -0.008
H 1.82894 -3.90921 -4.49285 -0.013 -0.042 0.036
H 4.14005 -4.56567 -4.89093 -0.003 0.009 -0.006
H 3.93241 -4.57064 -3.15998 -0.001 0.005 0.000
H 5.42746 -2.58655 -4.89201 0.007 0.002 0.005
H 5.94107 -3.33592 -3.40311 -0.016 -0.008 0.022
H 4.24400 -0.87773 -3.82840 -0.013 -0.007 0.000
H 5.45873 -1.17833 -2.60950 0.001 -0.002 0.005
H 3.27209 -1.13649 -1.49389 -0.003 0.005 -0.005
H 3.86289 -2.78167 -1.47975 -0.001 -0.015 -0.008
H -1.18214 -3.78092 -1.69473 0.010 -0.003 0.005
H -0.49611 -0.96506 -2.63855 0.005 0.006 0.027
H -1.64839 -1.49197 -1.37335 -0.109 -0.191 -0.028
H -2.95164 -0.67408 -3.17821 0.009 0.009 -0.007
H -3.13965 -2.40985 -3.08547 0.000 0.003 0.006
H -1.67749 -0.76824 -5.17452 0.014 -0.003 0.002
H -2.80297 -2.08222 -5.39404 -0.002 -0.003 0.007
H 0.16298 -2.18832 -4.88406 0.007 0.014 0.029
H -0.81118 -3.21069 -5.89815 -0.001 0.000 0.002
H -0.09457 -4.57127 -4.00042 0.021 0.007 -0.008
H -1.79493 -4.29204 -3.84224 -0.012 0.026 -0.010
H 0.57474 -5.01701 -0.51780 0.023 -0.022 0.021
H 2.79685 -4.04682 0.33430 -0.021 0.009 0.000
H 3.57530 -4.94897 -0.95616 0.003 -0.013 0.008
H 2.04247 -6.00309 1.44338 0.012 -0.010 0.009
H 3.63623 -6.45383 0.87760 0.006 -0.001 -0.017
H 0.94243 -7.46442 -0.01053 -0.006 0.022 -0.014
H 2.45580 -8.31729 0.10176 -0.007 -0.001 0.005
H 1.85422 -8.08703 -2.27153 0.012 -0.004 0.002
H 3.26806 -7.11436 -1.96070 0.003 0.016 0.020
H 0.41392 -6.25072 -2.48779 -0.003 -0.009 0.018
H 1.90430 -5.63713 -3.17852 0.008 0.006 -0.007
```
Forces are in eV/Å.

Computed properties:
- E: -2819.238852 a.u.
- Total charge: +3
- Orbital gap (alpha / beta): 7.36 / 7.98 eV
- Energy relative to the best compared isomer or geometry (same formula, charge and spin): 1.32 kcal/mol
- E_LUMO (alpha / beta): -9.96 / -9.34 eV
- Spin multiplicity: 7
- HOMO level (alpha / beta): -0.6365 / -0.6365 hartree

Calculated atomic charges, method Löwdin, unit e: 1.90, 0.22, -0.44, -0.02, -0.17, 0.08, 0.04, 0.07, -0.15, 0.08, -0.42, 0.24, -0.04, 0.18, 0.15, 0.14, 0.14, 0.15, 0.02, -0.14, 0.01, -0.22, -0.26, 0.11, 0.10, 0.11, 0.11, 0.09, 0.11, 0.17, 0.18, 0.00, -0.52, 0.92, -0.32, -0.17, -0.18, -0.16, -0.18, -0.19, -0.33, -0.23, -0.17, -0.16, -0.17, -0.16, -0.34, -0.20, -0.17, -0.18, -0.17, -0.17, 0.12, 0.13, 0.09, 0.13, 0.10, 0.12, 0.12, 0.12, 0.12, 0.09, 0.10, 0.13, 0.10, 0.04, 0.12, 0.13, 0.12, 0.13, 0.10, 0.13, 0.09, 0.13, 0.13, 0.10, 0.11, 0.11, 0.12, 0.12, 0.12, 0.13, 0.12, 0.12, 0.09

# C29H46BeBrN3P2

A structure of composition C29H46BeBrN3P2 (the ωB97M-V functional and the def2-TZVPD basis, the Open Molecules 2025 dataset).

Geometry as XYZ:
```
82
Properties=species:S:1:pos:R:3:forces:R:3
N 2.33516 -1.82801 5.37197 -0.100 0.033 0.198
C 1.20534 -1.13124 5.48541 -0.082 0.040 -0.352
C 0.49983 -0.66953 4.37278 -0.126 -0.111 -0.193
C 0.93337 -1.02444 3.07537 1.212 0.711 0.261
C 2.13808 -1.76213 2.97202 -0.035 -0.048 0.638
C 2.79705 -2.12816 4.16172 -0.287 0.144 -0.840
C 0.03860 -0.77762 1.95157 -0.524 -4.341 0.266
Be 0.06384 0.13673 0.32125 0.754 3.822 -1.663
P -1.33410 0.19694 -2.80114 -1.295 -0.196 -2.931
C 0.13442 -1.51687 0.71028 -0.169 -1.625 3.727
C -0.99021 -2.40870 0.33774 -0.493 0.184 -0.454
C -0.75286 -3.42129 -0.61973 -0.206 0.114 0.225
C -1.78975 -4.24324 -1.05075 0.047 0.257 0.279
C -3.09860 -4.01448 -0.58872 1.220 0.844 0.535
C -3.33177 -3.06768 0.42260 0.605 0.113 0.028
C -2.27173 -2.30174 0.91677 -0.112 -0.525 -0.573
Br -4.49443 -4.91849 -1.33603 -0.867 -0.664 -0.354
H -0.95842 -0.47605 2.28876 0.476 -0.213 -0.244
H 1.12036 -1.91275 0.41456 -0.400 0.382 0.302
H -0.42197 -0.10470 4.52688 0.251 -0.117 -0.126
H 2.54619 -2.11387 2.02193 -0.202 0.169 0.274
H 0.82307 -0.94136 6.49386 0.275 -0.034 -0.350
H 3.71780 -2.72074 4.11431 -0.343 0.268 0.062
H 0.26540 -3.59130 -0.98523 -0.401 0.126 -0.010
H -2.44984 -1.63982 1.75826 -0.088 -0.081 -0.151
H -1.58444 -5.04728 -1.75583 -0.138 0.222 0.123
H -4.33127 -2.92394 0.82139 0.128 -0.148 -0.050
P 2.12621 0.79675 -0.20495 0.867 0.384 -0.710
C -2.66444 -0.93239 -2.23788 0.083 -0.147 0.467
C -3.32898 -1.76144 -3.34865 -0.149 0.054 0.009
H -3.41804 -0.31735 -1.72133 0.085 -0.126 -0.146
H -2.21379 -1.59277 -1.48729 -0.409 0.100 -0.229
H -4.22566 -2.25563 -2.94912 0.202 0.112 -0.155
H -3.63003 -1.12302 -4.19123 0.104 -0.220 0.239
H -2.66964 -2.55420 -3.73148 -0.124 0.311 0.094
C 0.19802 -0.73136 -2.57808 0.623 0.169 1.110
C 0.43451 -1.74551 -3.70370 -0.020 0.053 -0.130
H 0.17436 -1.24040 -1.59666 0.444 -0.024 -0.615
H 1.00574 0.01951 -2.56621 -0.251 -0.333 -0.106
H 1.35043 -2.32437 -3.51974 -0.183 0.125 -0.021
H -0.39912 -2.45719 -3.79110 0.239 0.252 0.013
H 0.55015 -1.21740 -4.66266 -0.139 -0.221 0.302
C -1.52845 1.77214 -1.94409 0.151 0.296 1.334
C -2.12729 2.91589 -2.76376 0.091 0.018 -0.250
H -0.55503 2.06358 -1.52635 -0.343 0.067 -0.160
H -2.18091 1.56235 -1.08709 0.156 0.403 -0.299
H -1.85984 3.87931 -2.30625 -0.128 -0.219 -0.133
H -1.74563 2.89734 -3.79171 -0.168 0.080 0.210
H -3.22272 2.84569 -2.78583 0.287 -0.011 -0.147
C 2.12461 2.33589 -1.23824 -0.538 0.171 -0.154
C 3.15536 3.42450 -0.94951 0.075 0.159 -0.102
H 1.11525 2.76925 -1.18025 0.360 -0.013 -0.040
H 2.25344 1.99070 -2.27719 -0.206 0.125 0.310
H 3.06205 3.84358 0.05780 0.057 -0.111 -0.154
H 4.18097 3.07324 -1.09566 -0.122 0.062 0.057
H 2.98740 4.24458 -1.66040 0.105 -0.192 0.200
C 3.09566 -0.35267 -1.29935 -0.299 -0.422 -0.242
C 4.39462 -0.96193 -0.78667 0.154 -0.053 0.091
H 3.30322 0.22245 -2.21354 -0.095 -0.233 0.209
H 2.41555 -1.16548 -1.59004 0.259 0.200 0.025
H 5.16919 -0.20329 -0.63288 -0.113 -0.217 0.044
H 4.25324 -1.52386 0.14523 0.096 0.096 -0.180
H 4.75872 -1.66877 -1.54358 -0.020 0.192 0.224
C 3.33621 1.12899 1.13003 -0.043 -0.117 0.220
C 2.81919 1.91634 2.32264 0.082 0.234 0.383
H 4.17157 1.65268 0.65017 -0.145 -0.107 0.086
H 3.73487 0.16436 1.46795 -0.158 0.174 -0.070
H 3.64843 2.05429 3.03286 -0.342 0.062 -0.159
H 2.44971 2.91525 2.04456 0.200 -0.298 0.121
H 2.02005 1.38063 2.85342 0.181 0.182 -0.144
C -4.07612 2.81025 1.76612 -0.811 0.292 0.276
N -2.68597 2.48453 1.51477 0.820 -0.014 -0.085
C -1.61442 3.37002 1.64388 -0.355 -0.623 -0.145
C -0.49835 2.70233 1.26622 -0.377 -0.626 -0.253
N -0.87821 1.41152 0.89519 -0.338 -0.643 0.280
C -2.21634 1.30692 1.08714 0.837 1.114 0.181
H -4.25881 2.93060 2.84073 0.125 -0.076 -0.248
H -4.34091 3.75067 1.26733 0.155 -0.302 0.054
H -4.72315 2.01479 1.38352 0.223 0.154 0.059
H -1.73249 4.37089 2.00483 -0.155 0.196 0.050
H 0.53660 3.02854 1.26856 -0.396 -0.112 -0.116
H -2.84008 0.43049 0.91751 0.271 0.297 -0.078
```
Forces are in eV/Å.

Computed properties:
- E: -4567.783775 a.u.
- Total charge: +2
- Orbital gap (alpha / beta): 4.09 / 4.09 eV
- Energy relative to the best compared isomer or geometry (same formula, charge and spin): 13.36 kcal/mol
- E_LUMO (alpha / beta): -8.48 / -8.48 eV
- HOMO level (alpha / beta): -0.4621 / -0.4620 hartree

Calculated atomic charges, method Löwdin, unit e: 0.10, -0.09, 0.01, -0.20, 0.01, -0.09, -0.05, 0.17, 1.01, -0.17, -0.22, -0.02, -0.08, -0.73, -0.09, -0.03, 0.90, 0.10, 0.13, 0.13, 0.11, 0.13, 0.13, 0.13, 0.11, 0.12, 0.12, 1.05, -0.41, -0.14, 0.08, 0.02, 0.05, 0.08, 0.07, -0.49, -0.12, 0.01, 0.04, 0.08, 0.06, 0.09, -0.47, -0.13, 0.02, 0.03, 0.08, 0.07, 0.08, -0.37, -0.12, 0.05, 0.09, 0.07, 0.08, 0.09, -0.36, -0.12, 0.09, 0.05, 0.08, 0.06, 0.09, -0.37, -0.12, 0.09, 0.07, 0.10, 0.06, 0.06, 0.02, -0.08, 0.02, -0.05, -0.03, -0.10, 0.11, 0.11, 0.11, 0.14, 0.10, 0.15